(1)
{
  "formula": "C15H19ClN2O3",
  "method": "the ωB97M-V functional and the def2-TZVPD basis",
  "species": ["O", "C", "N", "C", "N", "C", "C", "C", "C", "H", "H", "Cl", "H", "H", "C", "H", "H", "O", "C", "O", "C", "H", "H", "C", "C", "C", "C", "H", "H", "C", "H", "H", "C", "H", "H", "H", "H", "H", "H", "H"],
  "coordinates": [[-3.2079, -2.9526, 0.4588], [-2.6423, -2.0756, -0.1509], [-3.1824, -0.8823, -0.5047], [-4.4582, -0.4044, -0.2333], [-4.6759, 0.8133, -0.7202], [-5.8506, 1.3794, -0.5363], [-6.8781, 0.7486, 0.1521], [-6.6591, -0.5240, 0.6664], [-5.4273, -1.1187, 0.4742], [-5.2126, -2.1033, 0.8533], [-7.4403, -1.0369, 1.2055], [-8.4006, 1.5315, 0.3645], [-5.9736, 2.3687, -0.9537], [-2.6091, -0.2256, -1.0365], [-1.1921, -2.2387, -0.6358], [-0.8604, -3.2502, -0.3954], [-1.1515, -2.0647, -1.7176], [-0.2777, -1.3655, 0.0224], [-0.1140, -0.1321, -0.4650], [-0.7693, 0.3126, -1.3765], [1.0103, 0.5838, 0.2278], [0.7589, 1.6417, 0.3085], [1.1534, 0.1558, 1.2185], [2.2864, 0.4249, -0.6128], [3.4776, 1.1549, 0.0076], [4.7366, 1.0539, -0.8834], [5.7533, 0.2397, -0.0815], [5.5979, -0.8274, -0.2478], [6.7809, 0.4818, -0.3482], [5.4176, 0.5878, 1.3639], [5.7789, 1.5904, 1.5981], [5.8484, -0.1109, 2.0797], [3.8910, 0.5626, 1.3678], [3.4710, 1.1182, 2.2049], [3.5503, -0.4719, 1.4385], [5.1345, 2.0497, -1.0797], [4.5138, 0.5901, -1.8434], [3.2031, 2.2059, 0.1329], [2.0952, 0.8262, -1.6106], [2.5239, -0.6368, -0.7121]],
  "forces_ev_per_angstrom": [[-0.1, -0.3, 0.2], [0.6, 0.1, -0.2], [0.1, 0.3, -0.2], [-0.5, 0.0, 0.2], [0.5, -0.2, -0.1], [-0.4, 0.0, 0.2], [0.2, -0.2, 0.0], [0.1, 0.3, -0.2], [0.1, 0.0, 0.0], [0.0, 0.0, 0.0], [-0.1, 0.0, 0.0], [-0.1, 0.1, 0.0], [-0.1, 0.1, 0.0], [0.0, -0.3, 0.1], [-0.2, -0.3, -0.3], [-0.1, 0.2, 0.0], [0.0, -0.1, 0.1], [0.1, -0.2, 0.3], [0.1, 0.3, 0.1], [0.1, 0.0, -0.1], [0.1, -0.1, -0.2], [-0.1, 0.0, 0.0], [0.0, 0.1, 0.0], [0.0, 0.3, 0.2], [-0.2, -0.2, -0.1], [0.0, 0.0, 0.0], [0.1, 0.1, 0.0], [0.0, -0.1, 0.0], [0.1, -0.1, 0.0], [0.0, -0.2, 0.0], [0.0, 0.1, 0.0], [0.1, 0.0, 0.1], [0.1, 0.2, 0.1], [-0.1, -0.1, 0.1], [-0.1, -0.1, 0.0], [0.0, 0.0, -0.1], [0.0, 0.1, -0.1], [0.0, 0.0, 0.0], [0.0, -0.1, 0.0], [0.1, -0.1, -0.1]],
  "charge": 0
}

=====

(2)
{
  "formula": "C15H19F18N4O13S6Y",
  "method": "the ωB97M-V functional and the def2-TZVPD basis",
  "species": ["Y", "C", "F", "F", "F", "S", "O", "O", "N", "S", "O", "O", "C", "F", "F", "F", "C", "F", "F", "F", "S", "O", "O", "N", "S", "O", "O", "C", "F", "F", "F", "C", "F", "F", "F", "S", "O", "O", "N", "S", "O", "O", "C", "F", "F", "F", "C", "C", "C", "C", "C", "C", "N", "O", "C", "C", "C", "H", "H", "H", "H", "H", "H", "H", "H", "H", "H", "H", "H", "H", "H", "H", "H", "H", "H", "H"],
  "coordinates": [[7.8466, 4.9232, -0.0825], [7.7518, 5.0034, -4.4922], [8.8869, 4.1532, -4.3232], [8.2063, 6.3115, -4.5441], [7.0920, 4.6217, -5.5803], [6.5685, 4.8608, -2.8884], [5.1308, 4.8394, -3.2178], [7.1149, 3.7359, -2.0794], [7.0573, 6.0803, -1.7588], [6.0235, 7.3468, -2.0231], [5.6154, 7.4235, -3.4571], [5.0199, 7.5679, -1.0108], [7.1866, 8.8053, -1.7786], [8.0070, 8.8467, -2.7656], [6.5383, 9.9778, -1.7083], [7.7982, 8.6691, -0.6094], [11.6777, 6.2048, 1.8362], [10.9138, 5.9013, 2.8942], [12.3737, 7.2785, 2.0808], [12.4656, 5.1832, 1.5205], [10.4432, 6.5662, 0.3652], [9.1048, 6.7626, 0.9653], [10.8804, 7.7658, -0.3777], [10.0571, 5.0515, -0.4798], [11.2133, 5.0977, -1.6316], [10.5749, 5.4689, -2.8502], [12.4812, 5.7642, -1.3500], [11.5878, 3.2503, -1.7019], [10.4623, 2.6214, -1.6108], [12.1292, 3.0966, -2.9194], [12.4685, 2.8684, -0.8994], [3.6986, 5.1969, 0.6108], [3.7944, 6.4205, 1.0106], [2.5099, 4.6160, 1.0005], [3.7449, 5.1327, -0.7464], [5.1989, 4.2726, 1.3705], [4.8481, 3.4080, 2.5193], [5.8081, 3.5476, 0.2278], [6.4509, 5.4339, 1.5167], [5.9617, 6.3796, 2.7087], [6.0822, 7.7930, 2.3030], [4.6768, 6.0587, 3.3264], [7.2874, 5.9417, 4.1204], [7.3799, 6.9007, 5.0082], [6.9401, 4.7194, 4.5264], [8.5476, 5.8630, 3.6202], [9.7626, 3.3361, 2.5427], [9.3646, 1.8732, 2.2113], [8.9118, 1.2413, 3.5510], [8.3954, -0.2602, 3.3270], [7.2364, -0.2406, 2.2225], [7.6139, 0.4521, 0.8852], [8.3112, 1.7701, 1.2055], [8.5395, 2.5308, 0.0814], [8.5326, -0.3289, 0.0628], [6.3271, 0.7045, 0.2315], [10.6522, 1.1206, 1.6729], [9.7949, 3.4874, 3.6216], [9.0698, 4.0281, 2.0638], [10.7955, 3.5092, 2.2406], [9.7335, 1.2404, 4.2671], [8.0132, 1.7986, 3.8153], [7.9942, -0.6056, 4.2798], [9.2329, -0.9038, 3.0580], [6.3446, 0.2476, 2.6156], [6.9624, -1.2495, 1.9143], [9.1699, -0.9958, 0.6434], [8.0960, -1.1848, -0.4521], [9.0449, 0.2260, -0.7232], [5.5028, 1.1072, 0.8199], [6.4977, 1.2992, -0.6660], [5.8903, -0.2055, -0.1800], [10.5917, 0.0348, 1.7470], [11.6039, 1.4916, 2.0532], [10.7591, 1.3840, 0.6206], [8.8813, 1.8578, -0.5118]],
  "forces_ev_per_angstrom": [[0.3, -2.4, 0.0], [2.3, 0.4, 0.4], [-3.3, 2.0, -0.4], [-1.1, -2.9, -0.2], [0.7, 0.7, 1.3], [-1.3, -0.8, 1.5], [3.8, -0.3, 0.3], [0.1, 0.6, -1.4], [-2.5, 0.4, -3.4], [-1.6, 3.3, -2.3], [1.3, -0.4, 3.2], [1.0, -0.9, -0.5], [-1.4, 0.3, 1.2], [1.4, 0.0, -1.1], [-0.4, -0.7, -0.4], [0.5, -0.5, 0.1], [-0.8, -0.5, -0.2], [0.8, 0.2, -0.7], [0.0, 0.1, -0.1], [-0.3, 0.4, 0.2], [-1.9, 2.3, -1.2], [0.4, -0.9, 0.3], [-0.4, -3.2, 1.6], [3.8, 3.5, 1.5], [1.7, -0.6, -1.8], [-0.2, -0.3, -0.2], [-1.7, -1.2, 0.8], [0.1, 3.5, -3.4], [-1.2, -1.4, 0.0], [-0.5, -0.4, -0.7], [1.9, -1.2, 3.3], [-1.6, -0.9, -0.9], [-0.8, 0.5, -0.3], [2.1, 0.8, -0.3], [0.2, -0.2, 1.9], [1.1, -3.8, 0.3], [0.6, 2.6, -2.7], [-0.5, 1.1, 0.6], [-3.7, -1.3, 1.9], [0.0, 5.6, 2.8], [0.7, -2.9, 0.7], [1.9, -0.7, -0.8], [0.4, 0.3, -2.5], [-1.1, -0.5, 0.8], [0.2, 0.8, 0.8], [-0.9, -0.3, -0.2], [0.2, -0.9, -0.4], [2.2, -1.2, 0.2], [-1.3, -2.0, -1.9], [-0.7, 1.7, -0.7], [1.9, 0.0, 0.7], [0.3, 1.4, 2.9], [-2.7, 0.0, 3.0], [0.2, 0.0, -0.4], [0.8, -2.9, -1.1], [-1.6, 0.2, -2.1], [-0.2, 0.8, -0.2], [-0.5, 0.2, -0.1], [0.2, 0.2, 0.3], [-0.3, 0.2, -0.5], [-0.2, 0.4, 0.1], [0.2, 0.2, 0.7], [-0.1, -0.2, -0.1], [-0.1, -0.1, -0.1], [0.2, 0.0, 0.2], [-0.1, -0.2, 0.3], [0.9, 1.0, 0.3], [-1.0, 0.4, -0.6], [0.4, -0.2, 0.1], [0.6, 0.5, 0.2], [-0.3, 0.4, 0.0], [0.3, -0.5, 0.1], [0.1, 0.3, 0.1], [-0.1, -0.2, 0.7], [-0.2, -0.2, -0.2], [0.4, 0.6, -1.1]],
  "charge": 0
}

=====

(3)
{
  "formula": "C15H19F9N3O2",
  "method": "the ωB97M-V functional and the def2-TZVPD basis",
  "species": ["C", "C", "C", "C", "C", "N", "C", "N", "C", "C", "C", "C", "O", "F", "N", "H", "H", "H", "H", "H", "H", "H", "H", "H", "H", "H", "H", "H", "H", "H", "C", "C", "C", "F", "F", "F", "F", "O", "C", "C", "F", "F", "F", "F", "H", "H", "H", "H"],
  "coordinates": [[0.8109, -5.1519, 1.8977], [1.1869, -4.0150, 1.6370], [1.5819, -2.5445, 1.2038], [0.3162, -1.9579, 0.4509], [0.5140, -0.5095, -0.1781], [0.6067, -0.4807, -1.6698], [1.5197, -1.0789, -2.3897], [1.5793, -0.9936, -3.8405], [2.9623, -1.3371, -4.3125], [3.6227, -1.9017, -2.9761], [4.8404, -1.0626, -2.4132], [4.4650, 0.4292, -2.0629], [3.8967, 1.2015, -2.7867], [4.8571, 0.9199, -0.7956], [2.6082, -1.8867, -1.8793], [0.2880, -6.1384, 1.8117], [1.8846, -1.9660, 2.1304], [2.5066, -2.6579, 0.5695], [-0.0864, -2.6835, -0.3320], [-0.5124, -1.8692, 1.2263], [-0.4233, 0.0876, 0.0767], [1.3925, 0.0073, 0.3263], [-0.0884, 0.0738, -2.1941], [1.5700, 0.0358, -3.9697], [3.5364, -0.4456, -4.7044], [2.8687, -2.1056, -5.1310], [3.8993, -2.9623, -3.2746], [5.1961, -1.5305, -1.4351], [5.7379, -1.1398, -3.1113], [2.3818, -2.8724, -1.7083], [-4.6055, 2.9872, 1.1852], [-3.8013, 1.7221, 0.8263], [-3.9204, 0.5549, 1.8046], [-3.4705, 0.8639, 3.0332], [-3.1691, -0.4949, 1.3727], [-2.5014, 2.0622, 0.6297], [-4.2621, 1.2919, -0.3858], [-3.8923, 4.0422, 1.8312], [-3.7569, 3.9689, 3.2291], [-2.2965, 3.8395, 3.6698], [-1.7187, 2.7315, 3.1493], [-2.2118, 3.7308, 5.0153], [-4.5389, 2.9846, 3.7120], [-4.2664, 5.1219, 3.7134], [-4.9181, 3.4249, 0.2342], [-5.5404, 2.7531, 1.7003], [-4.9552, 0.2126, 1.8878], [-1.7143, 4.7069, 3.3516]],
  "forces_ev_per_angstrom": [[-0.4, 1.0, -1.4], [0.0, 0.2, -0.1], [-0.3, -2.2, 0.6], [-0.3, 0.1, 0.2], [-0.8, 0.0, 1.5], [0.6, -0.3, -0.3], [1.4, -1.8, -1.6], [0.7, 2.8, 2.7], [0.2, -0.6, 0.6], [1.2, 0.1, -0.9], [0.9, -0.6, 1.0], [0.0, 1.1, -0.4], [0.6, -1.5, 1.0], [-0.4, -1.6, -2.0], [-1.6, 0.6, -1.9], [1.1, 1.5, 0.6], [-0.6, -0.5, -1.2], [-1.0, 0.4, 0.5], [0.7, 0.9, 1.0], [1.0, -0.1, -1.0], [1.4, -0.7, -0.5], [-0.9, -0.5, -1.0], [0.5, -0.5, 0.5], [-0.9, -0.6, -0.6], [-0.9, -0.9, 0.5], [0.2, 0.7, 1.0], [0.1, 1.3, 1.1], [-0.6, 0.5, -1.3], [-1.2, 0.6, 0.8], [-0.6, 0.6, 0.6], [-0.5, 0.6, -0.4], [0.2, 0.8, -0.1], [-0.1, -0.7, 0.3], [0.0, 0.0, -0.2], [0.1, 0.1, -0.3], [0.0, -0.3, 0.1], [-0.2, -0.2, 0.3], [0.5, -0.9, 0.8], [-1.4, 0.3, -0.9], [0.7, 0.1, 0.3], [-0.2, 0.1, -0.1], [-0.3, 0.1, -0.2], [0.3, 0.1, 0.3], [0.5, -0.1, 0.1], [0.2, -0.1, 0.0], [0.3, -0.2, 0.1], [0.0, 0.1, -0.1], [-0.2, 0.1, -0.1]],
  "charge": 1
}

=====

(4)
{
  "formula": "C15H19IN7ReS2",
  "method": "the ωB97M-V functional and the def2-TZVPD basis",
  "species": ["Re", "C", "C", "N", "N", "C", "N", "S", "C", "C", "C", "C", "C", "N", "H", "H", "H", "H", "H", "H", "H", "H", "H", "C", "N", "C", "N", "S", "H", "H", "H", "H", "H", "H", "I", "C", "C", "C", "C", "C", "N", "H", "H", "H", "H"],
  "coordinates": [[8.5899, 9.7965, 10.1361], [9.5417, 5.5446, 9.6400], [9.3339, 6.9935, 9.4659], [8.9670, 7.7773, 10.4639], [8.7573, 7.2062, 11.6329], [8.2890, 7.8986, 12.6354], [8.0622, 7.3161, 13.7988], [7.9218, 9.6125, 12.4469], [9.4615, 7.6659, 8.1841], [9.7384, 6.9954, 6.9923], [9.7430, 7.7018, 5.7996], [9.5055, 9.0682, 5.8329], [9.2602, 9.6807, 7.0540], [9.2260, 9.0054, 8.2049], [9.7892, 5.3293, 10.6764], [10.3147, 5.1570, 8.9821], [8.6104, 5.0079, 9.4174], [8.2727, 6.3348, 13.9166], [7.7022, 7.8229, 14.5887], [9.9164, 5.9259, 6.9973], [9.9186, 7.1907, 4.8628], [9.5078, 9.6594, 4.9307], [9.0621, 10.7442, 7.1023], [12.3283, 14.1295, 10.9093], [11.6952, 12.8459, 11.1692], [11.4729, 11.9082, 10.2770], [11.7594, 12.0643, 8.9963], [10.8242, 10.3962, 10.9277], [12.2890, 14.7240, 11.8166], [11.7998, 14.6700, 10.1207], [13.3735, 13.9920, 10.6286], [11.5053, 12.6113, 12.1346], [12.3048, 12.8554, 8.6871], [11.6695, 11.2955, 8.3567], [5.8395, 9.6920, 9.2085], [6.3773, 11.6919, 9.7790], [5.4873, 12.7405, 9.8250], [5.9650, 13.9705, 10.2737], [7.2972, 14.0772, 10.6496], [8.1144, 12.9669, 10.5575], [7.6711, 11.7779, 10.1211], [4.4542, 12.6143, 9.5237], [5.2970, 14.8201, 10.3407], [7.7026, 15.0114, 11.0135], [9.1509, 13.0066, 10.8461]],
  "forces_ev_per_angstrom": [[0.4, -0.1, 1.0], [0.0, -0.2, 0.2], [0.0, 0.1, 0.4], [-0.2, 0.9, -0.7], [0.1, -1.6, 1.3], [0.1, 0.3, -0.9], [0.0, 0.0, 0.0], [0.1, 0.3, -0.8], [0.1, 0.0, -0.5], [-0.1, 0.0, 0.5], [0.0, 0.2, 0.0], [0.1, 0.0, 0.2], [0.0, 0.1, -0.4], [-0.1, 0.1, 0.2], [0.0, 0.0, -0.1], [0.0, 0.0, 0.0], [0.0, 0.0, 0.0], [0.0, 0.0, 0.0], [0.0, 0.1, 0.1], [0.0, 0.1, 0.0], [0.0, 0.0, 0.0], [0.0, 0.1, -0.1], [0.0, 0.0, 0.0], [0.3, 0.3, -0.2], [0.0, -0.2, 0.0], [-0.3, -0.3, 0.1], [0.0, 0.3, 0.1], [-0.6, -0.3, -0.2], [0.0, 0.0, 0.0], [0.0, -0.1, 0.0], [0.0, 0.0, 0.0], [-0.1, -0.1, -0.1], [0.0, 0.1, -0.1], [0.0, -0.2, 0.0], [0.5, 0.7, 0.3], [-0.4, -0.3, -0.2], [-0.1, -0.2, -0.1], [0.1, -0.1, 0.0], [0.0, -0.1, -0.1], [0.1, 0.3, 0.1], [-0.2, -0.5, -0.2], [0.1, 0.0, 0.0], [0.0, 0.0, 0.0], [0.0, 0.0, 0.0], [0.1, 0.0, 0.1]],
  "charge": 3,
  "spin_multiplicity": 4,
  "s2": 3.803
}

=====

(5)
{
  "formula": "C15H19N",
  "method": "the ωB97M-V functional and the def2-TZVPD basis",
  "species": ["C", "C", "C", "C", "C", "C", "C", "C", "C", "C", "C", "C", "C", "C", "C", "H", "H", "H", "H", "H", "H", "H", "H", "H", "H", "H", "H", "H", "H", "H", "H", "H", "H", "H", "N"],
  "coordinates": [[4.4186, -1.4833, -0.3746], [2.8177, -1.5021, -0.5479], [2.5902, 0.0131, -0.9286], [2.4868, 0.9760, 0.2510], [1.5218, 0.8213, 1.5013], [0.1221, 0.5989, 0.9764], [-0.4296, 1.5603, 0.0760], [-1.7416, 1.5722, -0.0794], [-2.4195, 2.6866, -0.6513], [-2.6574, 0.3414, 0.0968], [-3.8971, -0.0444, 0.0136], [-4.4914, -1.2983, -0.3962], [-3.5870, -2.4212, -0.1334], [-2.3420, -2.2989, 0.5317], [-1.8294, -0.8703, 0.3963], [5.1034, -0.6586, -1.1008], [4.9777, -2.5101, -0.6144], [4.8388, -1.3087, 0.8946], [2.4501, -1.5007, 0.7854], [2.1349, -2.2971, -1.2071], [1.6298, -0.1302, -1.4311], [3.5315, 0.4821, -1.6558], [3.4750, 0.8610, 0.8248], [2.2944, 2.0533, -0.1314], [1.8824, 0.0286, 2.1087], [1.5037, 1.9609, 1.8689], [-0.0478, 2.5048, -0.0687], [-1.9343, 3.6245, -0.5701], [-3.1272, 3.0219, 0.1003], [-2.8247, 2.5642, -1.7645], [-4.6618, 0.9197, 0.1524], [-5.4983, -1.3429, -1.0477], [-3.9715, -3.2945, -0.0936], [-1.7556, -2.9434, 1.2111], [-0.5627, -0.6861, 1.0075]],
  "forces_ev_per_angstrom": [[3.8, -1.5, 1.0], [0.7, 1.4, 3.7], [0.1, -0.5, -1.4], [1.3, 1.2, 1.1], [-1.5, 2.4, -2.2], [-2.3, -5.0, -1.8], [-0.1, -1.5, 2.9], [-4.0, -3.5, -0.8], [-2.3, 2.0, -2.1], [8.8, -2.3, 1.1], [-9.1, 2.9, -2.2], [2.1, 0.5, 0.0], [1.8, 5.6, 1.4], [-0.4, 5.1, -1.7], [1.5, -0.6, 2.5], [-2.4, -2.3, 2.2], [-1.4, 2.0, 0.5], [-1.6, -0.3, -4.1], [0.6, -0.7, -4.5], [2.5, 2.0, 1.8], [0.0, 1.3, -0.6], [-3.1, -1.5, 1.8], [-0.9, 0.9, -1.2], [0.9, -1.8, 0.5], [0.0, -0.2, 1.1], [0.3, -2.9, 0.2], [1.7, 1.8, -0.5], [1.8, 0.8, -0.7], [-1.6, -0.6, -0.4], [0.5, 0.2, 2.7], [1.4, -2.5, -0.9], [2.4, 0.0, 2.3], [-2.8, -6.1, -0.5], [-0.6, 0.0, -1.1], [1.9, 3.7, -0.2]],
  "charge": 0
}

=====

| no. | total energy (eV) |
| --- | --- |
| 1 | -37509.821 |
| 2 | -163404.972 |
| 3 | -48876.505 |
| 4 | -58170.556 |
| 5 | -17343.819 |